16
Properties=species:S:1:pos:R:3:forces:R:3 method="wB97M-V/def2-TZVPD" mol_weight_g_mol=103.12 spin_multiplicity=1 relative_energy_kj_mol=74.1 smiles="NC(=O)CCCO" e_homo_ev=-9.542 orbital_gap_ev=10.409 energy_ev=-9879.2930 lumo_energy_ev=0.868 total_charge=0
N 2.23795 0.09754 1.16035 0.06 0.06 0.02
C 0.95816 -0.34999 1.06490 -0.16 -0.04 0.34
O 0.22190 -0.27346 2.03309 0.30 -0.01 -0.02
C 0.45231 -0.93764 -0.24893 -0.18 0.01 0.14
C -1.07343 -0.67820 -0.28610 0.03 -0.08 -0.14
C -1.43556 0.64748 -0.92828 -0.17 -0.38 -0.31
O -0.78500 1.69429 -0.22811 0.04 0.23 -0.16
H 2.44095 0.58617 2.01864 0.19 -0.15 -0.10
H 2.94627 0.01807 0.45315 -0.23 0.04 -0.10
H 1.01796 -0.54243 -1.11121 -0.42 0.10 0.27
H 0.64308 -2.01966 -0.26036 -0.02 0.19 0.24
H -1.59208 -1.48849 -0.80607 0.07 0.14 -0.14
H -1.45455 -0.67010 0.74304 0.26 -0.12 -0.25
H -1.11412 0.62522 -1.98087 -0.07 0.13 0.06
H -2.52976 0.78115 -0.90241 0.23 -0.03 -0.03
H -0.93407 2.51006 -0.72082 0.07 -0.10 0.18